# 1
DFT (ωB97M-V/def2-TZVPD) results for a single C3H7N3O2 molecule at a distorted geometry.

```
15
Properties=species:S:1:pos:R:3:nbo_charge:R:1
C 1.494 -1.089 0.254 -0.69
C 0.698 0.085 0.632 0.31
N 1.330 1.050 1.212 -0.08
O 0.533 2.082 1.695 -0.55
N -0.721 -0.036 0.515 -0.54
N -1.349 0.196 -0.729 -0.46
C -1.277 -0.611 -1.830 0.50
O -0.570 -1.637 -1.822 -0.62
H 2.496 -0.682 0.269 0.24
H 1.235 -1.638 -0.729 0.27
H 1.510 -1.793 1.068 0.22
H -0.405 1.745 1.603 0.45
H -1.149 -0.810 1.025 0.39
H -1.909 1.066 -0.778 0.39
H -1.788 -0.233 -2.760 0.15
```

For the HOMO-LUMO gap, the calculation gives 10.3 eV. Its SMILES is C/C(=N/O)NNC=O. Its electronic energy is -433.1556 a.u.


# 2
DFT (ωB97M-V/def2-TZVPD) results for 2 unconnected molecules or ions with the total composition C8H7O3S at a distorted geometry.

```
19
Properties=species:S:1:pos:R:3:nbo_charge:R:1
C 0.258 1.591 2.391 -0.26
C 0.348 2.265 1.222 -0.20
C 0.164 0.215 2.358 -0.21
C 0.398 1.601 -0.039 -0.35
C 0.080 -0.504 1.156 -0.31
C 0.315 0.258 0.034 0.19
C -1.105 -1.686 -1.574 0.68
C 0.199 -0.837 -1.799 0.05
O -2.103 -1.107 -1.957 -0.75
O -0.954 -2.767 -1.002 -0.75
O -0.012 0.055 -2.803 -0.72
S 1.672 -1.912 -1.790 -0.08
H 0.104 2.135 3.381 0.20
H 0.408 3.398 1.190 0.19
H 0.100 -0.203 3.327 0.19
H 0.436 2.276 -0.867 0.22
H -0.291 -1.573 1.368 0.26
H -0.993 -0.269 -3.041 0.50
H 0.975 -2.937 -1.556 0.16
```

Its net charge is -1. For the HOMO-LUMO gap (alpha / beta), the calculation gives 4.5 / 7.1 eV. Its electronic energy is -932.8050 a.u. The spin multiplicity is 3.


# 3
DFT (ωB97M-V/def2-TZVPD) results for a molecular structure, C12H23MnN2O3P2 at a distorted geometry.

```
43
Properties=species:S:1:pos:R:3:nbo_charge:R:1
Mn 0.276 -1.028 0.373 1.22
P -1.931 -0.559 1.160 0.90
C -2.230 0.820 0.049 -0.96
C -1.086 1.719 -0.046 0.27
N 0.155 1.131 0.028 -0.66
C 1.263 1.871 -0.129 0.24
C 1.197 3.262 -0.209 -0.29
C -0.061 3.888 -0.195 -0.10
C -1.204 3.110 -0.143 -0.28
C 2.576 1.139 -0.243 -0.74
P 2.320 -0.631 -0.691 0.86
H -2.200 3.546 -0.160 0.24
H 2.126 3.809 -0.290 0.23
H -0.115 4.971 -0.236 0.24
H 3.224 1.594 -0.999 0.26
H 3.120 1.156 0.712 0.27
H -2.424 0.170 -1.334 0.47
H -3.205 1.309 0.201 0.25
H -1.706 -1.226 -2.270 0.52
O -2.566 -0.298 -2.265 -0.92
H -2.336 0.245 -3.013 0.50
H -0.290 -1.851 -1.016 0.25
O -0.787 -2.016 -2.154 -0.87
H -0.910 -2.999 -2.149 0.53
C 2.453 -0.636 -2.503 -0.94
H 3.495 -0.475 -2.812 0.25
H 2.093 -1.602 -2.885 0.26
H 1.824 0.158 -2.925 0.25
C 3.755 -1.566 -0.069 -0.93
H 3.520 -2.639 -0.185 0.26
H 4.667 -1.313 -0.638 0.25
H 3.890 -1.353 1.005 0.27
C -1.877 0.225 2.807 -0.94
H -2.893 0.467 3.151 0.25
H -1.397 -0.465 3.511 0.26
H -1.287 1.150 2.775 0.25
C -3.414 -1.609 1.197 -0.94
H -3.161 -2.527 1.748 0.26
H -4.242 -1.089 1.705 0.25
H -3.720 -1.869 0.174 0.25
O 1.225 -3.374 3.918 -0.55
C 1.034 -2.664 2.989 0.82
N 0.830 -1.952 2.054 -1.02
```

Its net charge is +1. For the HOMO-LUMO gap (alpha / beta), the calculation gives 6.8 / 5.9 eV. Its electronic energy is -2639.7366 a.u. The spin multiplicity is 6.


# 4
DFT (ωB97M-V/def2-TZVPD) results for a molecular structure, C3H3AlCl2CrNO3 at a distorted geometry.

```
14
Properties=species:S:1:pos:R:3:nbo_charge:R:1
Cr -0.363 1.011 -1.777 1.50
Al -0.003 -0.519 0.988 1.54
Cl -0.895 1.555 0.573 -0.23
Cl 1.501 -0.516 -0.613 -0.28
C -0.620 -2.512 1.166 0.48
C -1.599 2.436 -2.281 0.46
C -0.096 -0.005 -3.457 0.44
O -0.674 -3.673 1.120 -0.10
O -2.318 3.343 -2.386 -0.05
O -0.056 -0.638 -4.443 -0.05
N 1.115 -0.166 2.553 -1.17
H 0.690 0.511 3.203 0.49
H 2.037 0.201 2.269 0.48
H 1.283 -1.029 3.088 0.48
```

Its net charge is +4. For the HOMO-LUMO gap (alpha / beta), the calculation gives 6.5 / 8.1 eV. Its electronic energy is -2601.9860 a.u. The spin multiplicity is 4.


Q: Among the records above, which one has the lowest electronic energy?
A: C12H23MnN2O3P2


Q: What is the formula in the fourth record?
A: C3H3AlCl2CrNO3